No. 1
One molecule with the formula CH3NO2S at a distorted geometry, computed with ωB97M-V/def2-TZVPD.

Each line ends with the Löwdin charge.
Cartesian coordinates (Å):
O 1.586 1.443 0.044  -0.277
S 0.981 0.170 -0.065  0.662
O 1.754 -1.017 -0.288  -0.296
C -0.720 -0.340 -0.475  -0.181
N -0.337 0.026 0.963  -0.144
H -0.905 -1.384 -0.507  0.061
H -1.638 0.183 -0.872  0.107
H -0.721 0.917 1.201  0.068

Calculated values
SMILES   O=S1(=O)CN1
Energy relative to the best compared isomer or geometry (same formula, charge and spin)   258.0 kJ/mol


No. 2
A 16-piece molecular cluster, C31H53N17O4P2 overall at a distorted geometry, computed with ωB97M-V/def2-TZVPD.

Each line ends with the Löwdin charge.
Cartesian coordinates (Å):
N -0.753 -0.449 -1.031  -0.188
P 0.037 0.345 -2.109  0.309
O -0.938 0.884 -3.263  -0.201
O 1.094 -0.661 -2.765  -0.200
P 1.220 1.946 -1.228  0.772
N 2.221 1.083 -0.154  -0.217
C -0.020 3.001 -0.339  -0.419
O -0.871 2.402 0.653  -0.242
O -0.043 2.100 1.791  -0.053
H -0.665 -0.031 -0.120  -0.076
H -1.708 1.277 -2.820  0.030
H 1.765 -0.129 -3.235  0.010
H 2.822 1.702 0.371  0.034
H 1.729 0.430 0.445  -0.034
H -0.707 3.366 -1.104  0.074
H 0.458 3.874 0.094  0.046
H -0.067 1.131 1.812  0.071
C -4.808 2.836 0.824  -0.072
C -4.265 2.343 -0.428  -0.241
N -3.853 1.958 -1.426  0.157
H -5.508 3.643 0.650  0.030
H -5.332 2.046 1.359  0.089
H -4.018 3.212 1.472  0.087
C -0.473 -3.728 1.601  -0.083
C 0.196 -2.497 1.223  -0.236
N 0.776 -1.558 0.914  0.146
H 0.116 -4.595 1.312  0.044
H -0.625 -3.779 2.677  0.065
H -1.449 -3.817 1.125  0.088
C 0.387 7.636 -0.555  -0.070
C 1.068 6.467 -1.089  -0.271
N 1.605 5.545 -1.510  0.148
H -0.579 7.776 -1.037  0.081
H 0.219 7.531 0.515  0.083
H 0.978 8.536 -0.717  0.082
C -8.852 4.426 2.278  -0.067
C -7.460 4.826 2.183  -0.254
N -6.360 5.146 2.107  0.139
H -9.178 3.963 1.348  0.033
H -8.995 3.714 3.089  0.085
H -9.488 5.289 2.469  0.087
C -5.908 8.271 0.198  -0.079
C -6.802 9.337 -0.223  -0.288
N -7.507 10.178 -0.555  0.122
H -6.412 7.571 0.862  0.050
H -5.539 7.708 -0.658  0.081
H -5.046 8.670 0.730  0.081
C 5.109 0.697 -5.025  -0.063
C 4.195 1.000 -3.937  -0.243
N 3.478 1.253 -3.076  0.132
H 5.726 -0.168 -4.789  0.043
H 4.564 0.475 -5.942  0.087
H 5.773 1.534 -5.230  0.087
C 4.196 -1.947 0.260  -0.092
C 5.182 -1.973 1.326  -0.274
N 5.987 -2.018 2.144  0.113
H 4.390 -1.113 -0.416  0.069
H 4.222 -2.857 -0.327  0.034
H 3.182 -1.832 0.640  0.037
C -2.018 -5.997 4.904  -0.066
C -1.545 -6.355 3.578  -0.277
N -1.178 -6.636 2.528  0.145
H -2.848 -5.295 4.842  0.083
H -2.357 -6.877 5.446  0.085
H -1.224 -5.534 5.487  0.083
C -5.065 1.144 -4.360  -0.086
C -6.075 0.226 -4.865  -0.292
N -6.884 -0.487 -5.256  0.132
H -4.075 0.692 -4.386  0.081
H -5.031 2.055 -4.955  0.091
H -5.263 1.427 -3.329  0.025
C 5.131 -2.692 5.587  -0.079
C 4.547 -2.578 6.914  -0.269
N 4.120 -2.486 7.975  0.130
H 5.915 -3.447 5.570  0.084
H 4.382 -2.974 4.849  0.078
H 5.571 -1.750 5.265  0.077
C 3.474 -5.856 -1.803  -0.065
C 3.036 -5.243 -0.561  -0.253
N 2.682 -4.758 0.415  0.171
H 4.543 -5.709 -1.951  0.078
H 3.278 -6.927 -1.796  0.084
H 2.950 -5.421 -2.652  0.081
C 8.068 -1.982 -2.630  -0.070
C 8.268 -1.797 -4.060  -0.294
N 8.402 -1.655 -5.191  0.133
H 7.524 -2.903 -2.430  0.074
H 9.022 -2.030 -2.109  0.085
H 7.493 -1.158 -2.210  0.083
C 5.253 -3.747 -5.412  -0.055
C 4.838 -2.945 -4.272  -0.272
N 4.549 -2.294 -3.372  0.176
H 6.339 -3.813 -5.461  0.073
H 4.851 -4.756 -5.345  0.081
H 4.903 -3.305 -6.343  0.089
C -8.401 1.976 -3.083  -0.057
C -8.660 2.762 -1.888  -0.247
N -8.852 3.377 -0.939  0.146
H -7.335 1.865 -3.244  0.039
H -8.831 0.980 -3.002  0.092
H -8.825 2.450 -3.967  0.094
C 2.832 -5.278 9.274  -0.092
C 1.932 -6.400 9.066  -0.291
N 1.221 -7.285 8.902  0.114
H 3.846 -5.527 8.965  0.078
H 2.521 -4.405 8.705  0.051
H 2.863 -4.995 10.324  0.083


No. 3
A 8-piece molecular cluster, C32H72N8O13P2S overall at a distorted geometry, computed with ωB97M-V/def2-TZVPD.

Each line ends with the Löwdin charge.
Cartesian coordinates (Å):
C 0.665 2.763 3.271  -0.056
C -0.121 2.187 2.096  -0.197
O -0.571 3.263 1.231  -0.024
C -0.648 2.886 -0.070  -0.499
O 0.076 3.365 -0.900  0.127
C -1.683 1.834 -0.390  -0.073
C -1.049 0.705 -1.244  -0.182
C -1.581 -0.659 -0.812  -0.144
C -0.881 -1.914 -1.342  -0.277
C -0.315 -1.840 -2.760  -0.155
C 1.067 -2.517 -2.915  -0.453
P 1.071 -4.328 -2.637  0.746
N 2.156 -5.056 -3.511  -0.315
C 2.097 -1.797 -2.018  -0.477
P 2.309 -0.048 -2.595  0.902
C 3.760 0.532 -1.655  -0.248
O 2.914 -0.320 -4.110  -0.289
S 1.587 -1.866 -0.310  0.573
O 2.355 -2.899 0.324  -0.275
O 1.658 -0.551 0.262  -0.277
O 0.108 -2.404 -0.358  -0.224
H 1.033 3.762 3.041  0.082
H 1.533 2.130 3.460  0.064
H 0.079 2.769 4.187  0.055
H 0.494 1.484 1.529  0.110
H -1.007 1.668 2.475  0.117
H -2.506 2.295 -0.939  0.133
H -2.072 1.415 0.538  0.088
H -1.358 0.885 -2.279  0.117
H 0.035 0.771 -1.251  0.054
H -2.633 -0.723 -1.113  0.122
H -1.597 -0.718 0.282  0.116
H -1.636 -2.702 -1.333  0.144
H -0.251 -0.819 -3.133  0.089
H -0.994 -2.369 -3.437  0.122
H 1.369 -2.375 -3.956  0.112
H -0.206 -4.852 -2.931  0.014
H 1.299 -4.552 -1.274  -0.011
H 2.688 -4.431 -4.101  -0.048
H 3.044 -2.347 -2.067  0.113
H 4.442 -0.277 -1.372  0.051
H 4.311 1.186 -2.334  0.042
H 3.427 1.072 -0.772  0.036
H 2.621 0.425 -4.651  0.044
C 1.278 4.352 -7.673  -0.063
N 0.612 3.147 -7.202  -0.195
C 0.242 2.124 -8.164  -0.041
C 0.323 2.945 -5.906  -0.361
O -0.236 1.956 -5.464  -0.009
H 0.658 4.879 -8.389  0.070
H 2.224 4.089 -8.152  0.094
H 1.480 5.006 -6.826  0.084
H -0.836 1.959 -8.147  0.092
H 0.729 1.179 -7.923  0.088
H 0.543 2.445 -9.158  0.087
H 0.641 3.777 -5.255  0.135
C -6.235 -2.408 2.477  -0.056
N -5.025 -1.693 2.112  -0.187
C -3.976 -2.389 1.392  -0.035
C -4.816 -0.399 2.408  -0.346
O -3.812 0.222 2.102  0.000
H -5.997 -3.255 3.117  0.082
H -6.735 -2.785 1.586  0.070
H -6.909 -1.738 3.008  0.085
H -3.051 -2.365 1.970  0.098
H -3.796 -1.880 0.446  0.070
H -4.270 -3.421 1.215  0.090
H -5.653 0.064 2.957  0.133
C 2.452 -1.014 7.744  -0.059
N 2.305 0.190 6.953  -0.188
C 3.462 0.720 6.244  -0.028
C 1.136 0.841 6.852  -0.346
O 0.969 1.864 6.210  -0.002
H 3.195 -0.866 8.530  0.089
H 2.772 -1.848 7.115  0.090
H 1.500 -1.270 8.204  0.080
H 3.680 1.729 6.580  0.054
H 3.265 0.746 5.171  0.091
H 4.325 0.091 6.441  0.091
H 0.319 0.361 7.417  0.133
C 3.241 9.366 -7.969  -0.057
N 2.149 8.677 -8.625  -0.197
C 0.939 9.413 -8.956  -0.038
C 2.211 7.373 -8.944  -0.353
O 1.318 6.753 -9.492  0.000
H 2.917 9.769 -7.008  0.090
H 3.603 10.188 -8.589  0.090
H 4.061 8.672 -7.797  0.082
H 0.077 8.968 -8.459  0.093
H 0.759 9.383 -10.031  0.093
H 1.050 10.445 -8.634  0.086
H 3.166 6.901 -8.653  0.136
C 2.657 -7.664 -0.090  -0.054
N 1.969 -7.513 1.180  -0.197
C 1.433 -6.206 1.529  -0.034
C 1.814 -8.530 2.045  -0.366
O 1.245 -8.447 3.117  0.005
H 3.515 -6.991 -0.126  0.092
H 1.982 -7.419 -0.912  0.080
H 3.004 -8.688 -0.209  0.081
H 1.891 -5.850 2.451  0.098
H 0.356 -6.273 1.686  0.094
H 1.644 -5.500 0.731  0.048
H 2.259 -9.474 1.685  0.130
C -9.229 -7.285 -0.071  -0.057
N -8.632 -6.120 0.552  -0.197
C -9.114 -4.796 0.195  -0.040
C -7.640 -6.219 1.455  -0.339
O -7.113 -5.268 2.003  0.002
H -9.098 -7.249 -1.154  0.090
H -10.296 -7.333 0.152  0.090
H -8.752 -8.186 0.308  0.083
H -8.305 -4.197 -0.223  0.089
H -9.495 -4.280 1.077  0.094
H -9.910 -4.891 -0.540  0.085
H -7.341 -7.259 1.661  0.135
C 4.307 5.271 9.989  -0.062
N 4.436 4.343 8.885  -0.195
C 3.475 4.406 7.792  -0.028
C 5.418 3.424 8.840  -0.351
O 5.583 2.624 7.938  0.008
H 3.343 5.146 10.484  0.089
H 4.386 6.301 9.634  0.089
H 5.098 5.092 10.714  0.080
H 2.936 3.465 7.694  0.074
H 3.986 4.603 6.849  0.099
H 2.763 5.203 7.991  0.088
H 6.085 3.464 9.718  0.131

Calculated values
SMILES   CCOC(=O)CCC[C@H]1C[C@H]([PH2]=N)[C@@H](P(C)O)S(=O)(=O)O1.CN(C)C=O.CN(C)C=O.CN(C)C=O.CN(C)C=O.CN(C)C=O.CN(C)C=O.CN(C)C=O


No. 4
One molecule with the formula C3H7N3 at a distorted geometry, computed with ωB97M-V/def2-TZVPD.

Each line ends with the Löwdin charge.
Cartesian coordinates (Å):
H 2.357 0.374 -0.822  0.015
N 1.505 -0.152 -0.997  0.040
C 0.516 0.325 -0.310  -0.608
N 0.477 1.624 0.238  0.083
N -0.882 -0.019 -0.894  0.136
C -1.379 -0.860 -0.033  -0.124
C -0.337 -1.122 0.906  -0.081
H 0.275 1.641 1.227  0.074
H 1.272 2.188 -0.032  0.077
H -1.312 0.324 -1.749  0.144
H -2.305 -1.395 -0.226  0.116
H 0.180 -2.062 0.728  0.075
H -0.367 -0.865 1.965  0.054

Calculated values
SMILES   [H]/N=C(\N)NC=C
Energy relative to the best compared isomer or geometry (same formula, charge and spin)   364.8 kJ/mol


no.,HOMO (Ha),gap between HOMO and LUMO (eV)
1,-0.37569,10.6
2,-0.26760,7.4
3,-0.31136,8.9
4,-0.25198,7.3